# 1
Molecular formula: C3H10NO3
Method: DFT, the ωB97M-V functional and the def2-TZVPD basis

Calculated values
- Max |F|: 1.1 eV/Å
- Electronic energy: -400.57365 hartree
- HOMO-LUMO gap: 11.8752 eV
- LUMO level: -3.20 eV
- Relative energy (zero: lowest compared OMol25 entry of this formula, charge and spin): 28.9 kJ/mol

The geometry in ORCA input format:
```
! RIJCOSX wB97M-V def2-TZVPD def2/J DEFGRID3
* xyz 1 1
H -1.1189 0.2959 -0.6711
H 0.7442 -1.2209 1.2414
O -2.1851 1.0222 0.7899
N -1.0610 -0.6979 -0.9634
H -1.6137 -1.2318 -0.2964
C 1.0972 -0.7780 0.3261
H 0.9199 -0.6545 -1.7455
H -1.4326 1.5376 1.1194
O 2.0706 1.0844 1.4068
H 0.4147 -2.2088 -1.1009
H 2.1313 -1.0574 0.1439
C 1.2188 0.7173 0.4732
H -2.8984 1.6623 0.9319
C 0.3677 -1.1446 -0.9580
H 2.2221 2.0397 1.3929
O 0.5635 1.4961 -0.1945
H -1.4405 -0.8613 -1.8957
*
```

---

# 2
Molecular formula: C3H10NO3S
Method: DFT, the ωB97M-V functional and the def2-TZVPD basis

Calculated values
- Max |F|: 2.1 eV/Å
- Electronic energy: -798.73331 hartree
- HOMO-LUMO gap: 9.5632 eV
- LUMO level: -3.45 eV
- Relative energy (zero: lowest compared OMol25 entry of this formula, charge and spin): 62.4 kJ/mol

The geometry in ORCA input format:
```
! RIJCOSX wB97M-V def2-TZVPD def2/J DEFGRID3
* xyz 1 1
O -0.4546 2.6013 -0.2893
H 1.5208 0.5650 1.0669
H -1.8836 -1.3506 0.9477
O -1.3069 1.3627 1.3553
H 1.2663 2.1070 -1.0105
C -0.4115 1.6437 0.4503
C 0.2326 -0.7896 0.0050
C 0.7261 0.6403 0.3337
H 2.4157 0.8327 -0.8985
H 0.3267 -3.1125 -2.2820
S -0.6384 -1.6555 1.3334
H -1.9966 2.0491 1.3251
O 0.7457 -2.3059 -2.6100
H 0.9813 0.6312 -1.7515
N 1.4360 1.0915 -0.9583
H 1.1387 -1.4034 -0.1358
H -0.3242 -0.8232 -0.9179
H 1.3591 -2.5887 -3.3027
*
```

---

# 3
Molecular formula: C3H10NOS
Method: DFT, the ωB97M-V functional and the def2-TZVPD basis

Calculated values
- Max |F|: 6.3 eV/Å
- Electronic energy: -648.41273 hartree
- HOMO-LUMO gap: 6.8615 eV
- LUMO level: 3.60 eV
- Relative energy (zero: lowest compared OMol25 entry of this formula, charge and spin): 312.0 kJ/mol

The geometry in ORCA input format:
```
! RIJCOSX wB97M-V def2-TZVPD def2/J DEFGRID3
* xyz -1 1
H 0.7112 -1.1297 -0.0334
N -3.4338 0.2060 -0.3315
H 2.4938 2.2452 0.0003
H 0.7016 2.5649 0.2112
H -2.5684 -0.0443 -1.9055
H -3.8249 -0.3489 0.5380
C 1.5281 1.9280 -0.0586
O -1.0431 -0.4428 -0.5271
H 0.4984 0.4263 1.2743
H 1.9765 1.1440 1.9411
C -2.3097 -0.5806 -1.0374
H 1.2801 1.3142 -1.0414
H -2.7470 -1.6304 -1.0276
C 1.5580 0.7152 0.9972
H -4.2338 0.5216 -0.9304
S 2.0897 -0.9586 0.5065
*
```

---

# 4
Molecular formula: C3H10NOS
Method: DFT, the ωB97M-V functional and the def2-TZVPD basis

Calculated values
- Max |F|: 5.4 eV/Å
- Electronic energy: -648.17697 hartree
- HOMO-LUMO gap: 10.4075 eV
- LUMO level: -3.28 eV
- Relative energy (zero: lowest compared OMol25 entry of this formula, charge and spin): 160.6 kJ/mol
- Structure (SMILES): C[NH2+][C@@H](O)SC

The geometry in ORCA input format:
```
! RIJCOSX wB97M-V def2-TZVPD def2/J DEFGRID3
* xyz 1 1
C -1.3173 1.1886 -0.3008
H 0.6643 1.9991 -0.1764
H -0.8033 -1.8140 1.4623
H 0.2060 1.6165 -1.5877
H 0.7207 -2.3215 2.3738
H 0.4923 -0.8568 -1.0846
C 1.0498 -0.0948 -0.6655
N 0.0576 1.2589 -0.6001
H -1.7554 0.4427 -1.0277
H 0.4042 -2.8944 0.7779
H 3.0262 0.2711 -1.0475
H -1.7542 0.6531 0.6560
C 0.3029 -1.9644 1.3791
O 2.0930 0.3364 -1.4238
S 1.3924 -0.5680 1.0641
H -1.7295 2.2474 -0.3153
*
```

---

# 5
Molecular formula: C3H10NS
Method: DFT, the ωB97M-V functional and the def2-TZVPD basis

Calculated values
- Max |F|: 0.9 eV/Å
- Electronic energy: -573.23089 hartree
- HOMO-LUMO gap: 5.5535 eV
- LUMO level: 3.54 eV
- Relative energy (zero: lowest compared OMol25 entry of this formula, charge and spin): 134.5 kJ/mol

The geometry in ORCA input format:
```
! RIJCOSX wB97M-V def2-TZVPD def2/J DEFGRID3
* xyz -1 1
H 4.7835 1.3940 1.3627
C 4.0633 1.8505 0.6774
H 4.4619 2.8220 0.3617
H -2.6328 -0.4338 -1.6030
S 2.4317 2.1316 1.4639
H -3.6719 0.1825 0.2574
H -1.9538 0.2590 0.7279
H -2.9798 -1.1077 1.1927
H -0.6459 -1.6509 0.0428
H -0.4432 -0.9254 -1.4875
H -1.0979 -2.6073 -1.3923
N -2.4674 -1.0888 -0.8528
C -1.1066 -1.6173 -0.9378
C -2.7631 -0.3985 0.3901
H 4.0221 1.1901 -0.2032
*
```

---

# 6
Molecular formula: C3H10NS
Method: DFT, the ωB97M-V functional and the def2-TZVPD basis

Calculated values
- Max |F|: 3.1 eV/Å
- Electronic energy: -573.18579 hartree
- HOMO-LUMO gap: 5.8675 eV
- LUMO level: 3.79 eV
- Relative energy (zero: lowest compared OMol25 entry of this formula, charge and spin): 252.9 kJ/mol

The geometry in ORCA input format:
```
! RIJCOSX wB97M-V def2-TZVPD def2/J DEFGRID3
* xyz -1 1
H -1.7709 0.6321 -2.5483
C -2.0844 -0.0597 -1.6742
H 2.9186 0.2532 -1.0034
N 2.3839 -0.2275 0.9836
H 2.0196 1.7453 -0.2051
H 2.8257 -2.1349 1.7023
H -3.1104 -0.6143 -2.0085
C 1.9451 -1.5937 1.3737
H 2.4777 0.2894 1.7745
H 1.4038 -2.0466 0.5114
H 1.1817 0.2664 -0.9307
S -2.2872 0.7576 -0.0737
C 2.1149 0.5689 -0.3007
H -1.2090 -0.8009 -1.6774
H 1.3174 -1.6111 2.2872
*
```

---

# 7
Molecular formula: C3H10NS
Method: DFT, the ωB97M-V functional and the def2-TZVPD basis

Calculated values
- Max |F|: 2.0 eV/Å
- Electronic energy: -572.96099 hartree
- HOMO-LUMO gap: 10.7824 eV
- LUMO level: -3.13 eV
- Relative energy (zero: lowest compared OMol25 entry of this formula, charge and spin): 100.2 kJ/mol

The geometry in ORCA input format:
```
! RIJCOSX wB97M-V def2-TZVPD def2/J DEFGRID3
* xyz 1 1
C -0.1451 1.8755 0.2605
H 0.9967 0.8922 -2.0831
C 1.2134 -0.0311 -1.5511
H -1.6443 -0.3906 0.2351
H -1.0979 1.7754 -0.2644
H 0.7133 -0.9127 -1.9342
S 0.7030 0.2502 0.1623
H 0.4241 2.5685 -0.3517
H 2.2837 -0.2067 -1.6049
C -0.7406 -0.9630 0.3967
N -0.6333 -1.5824 1.6481
H -0.2989 1.9736 1.3274
H 0.1439 -2.1609 1.8559
H -1.3470 -1.4237 2.3211
H -0.5709 -1.6643 -0.4177
*
```

---

# 8
Molecular formula: C3H10NS
Method: DFT, the ωB97M-V functional and the def2-TZVPD basis

Calculated values
- Max |F|: 1.6 eV/Å
- Electronic energy: -572.92149 hartree
- HOMO-LUMO gap: 7.2245 eV
- LUMO level: -6.05 eV
- Relative energy (zero: lowest compared OMol25 entry of this formula, charge and spin): 204.0 kJ/mol

The geometry in ORCA input format:
```
! RIJCOSX wB97M-V def2-TZVPD def2/J DEFGRID3
* xyz 1 1
H 2.3214 -0.3902 -2.3211
H -2.6447 -0.3412 0.3781
H -1.4250 0.4220 -0.6734
S -0.5469 -1.5512 0.4920
H -0.5810 -2.1033 -0.7305
H -1.8507 1.8122 1.2272
H 1.6457 0.6759 0.3122
N 1.6652 -0.1489 -1.5809
H -1.3941 0.4540 2.3644
H -0.1943 1.1956 1.3957
H 0.7279 -0.2750 -1.9480
C -1.5988 -0.0830 0.2659
C 2.1098 -0.0107 -0.3731
H 3.0208 -0.5685 -0.2022
C -1.2554 0.9124 1.3938
*
```

---

# 9
Molecular formula: C3H10NS2
Method: DFT, the ωB97M-V functional and the def2-TZVPD basis

Calculated values
- Max |F|: 2.9 eV/Å
- Electronic energy: -971.16233 hartree
- HOMO-LUMO gap: 9.1966 eV
- LUMO level: -3.54 eV
- Relative energy (zero: lowest compared OMol25 entry of this formula, charge and spin): 84.6 kJ/mol
- Structure (SMILES): C[C@@H]([NH3+])CSS

The geometry in ORCA input format:
```
! RIJCOSX wB97M-V def2-TZVPD def2/J DEFGRID3
* xyz 1 1
S 2.0565 -1.5962 1.2713
H -0.9165 0.4006 -2.4165
H 1.2272 1.6912 -0.2712
C -0.8653 -0.7824 0.5794
H 1.3193 0.6969 1.0216
C -1.0126 0.7189 -1.3793
N 0.6739 1.2086 0.4335
H 2.4845 -2.8696 1.0688
H 0.6980 -0.4586 -0.8627
H -1.4706 -0.1462 1.2198
H -2.0923 0.6798 -1.2487
H -1.3927 -1.4234 -0.1237
S 0.1046 -1.7975 1.7570
H 0.0349 1.7847 0.9809
C -0.0745 0.1322 -0.3662
H -0.7745 1.7609 -1.6642
*
```

---

# 10
Molecular formula: C3H10NS3
Method: DFT, the ωB97M-V functional and the def2-TZVPD basis

Calculated values
- Max |F|: 3.6 eV/Å
- Electronic energy: -1369.18836 hartree
- HOMO-LUMO gap: 5.6306 eV
- LUMO level: -6.00 eV
- Relative energy (zero: lowest compared OMol25 entry of this formula, charge and spin): 338.9 kJ/mol

The geometry in ORCA input format:
```
! RIJCOSX wB97M-V def2-TZVPD def2/J DEFGRID3
* xyz 1 1
S -1.4496 0.9350 2.2549
H -1.8160 -1.7310 0.1248
H 0.6797 2.7609 -2.3536
C -1.3401 -0.8895 -0.4088
H 2.4410 2.1179 -1.7383
S 0.5153 2.8749 3.0911
H 0.5328 -2.9879 0.3343
H 0.5073 -3.0396 -1.4923
H 1.7519 -2.1882 -0.5853
H -1.4323 0.0216 0.1583
S 1.2369 1.9313 -1.3684
H -0.4932 3.3178 4.0571
H 0.4215 -0.7210 -1.7174
C 0.0008 -1.2135 -0.9006
C 0.7461 -2.4561 -0.5626
N -0.2003 1.7964 2.2102
H -2.1018 -0.5292 -1.1034
*
```